P.
{
  "formula": "C3H12N2O",
  "method": "ωB97M-V/def2-TZVPD",
  "gap_ev": 9.632,
  "total_charge": 0,
  "smiles": "CNCCN.O",
  "elements": ["N", "C", "C", "N", "C", "H", "H", "H", "H", "H", "H", "H", "H", "H", "H", "H", "H", "O"],
  "positions_angstrom": [[0.43027, -2.01464, 0.77140], [0.15817, -1.80637, -0.64257], [-0.03873, -0.30327, -1.07324], [-0.61339, 0.55890, 0.00040], [-1.14430, 1.82218, -0.27497], [1.39011, -2.15973, 1.13910], [-0.05666, -1.35424, 1.30201], [-0.81274, -2.42787, -0.80989], [0.90633, -2.34295, -1.20984], [-0.66583, -0.30447, -1.93909], [0.95143, 0.04117, -1.31393], [-1.09572, 0.13918, 0.76293], [-2.27798, 1.79755, -0.21682], [-0.98099, 2.23383, -1.37616], [-0.80023, 2.65820, 0.42681], [0.95828, 0.85170, 1.01258], [2.12888, 1.67324, 1.66282], [1.56310, 0.93761, 1.77845]]
}

Q.
{
  "formula": "C3H12N2O",
  "method": "ωB97M-V/def2-TZVPD",
  "gap_ev": 10.217,
  "total_charge": 0,
  "smiles": "NCCCN.O",
  "elements": ["N", "C", "C", "C", "N", "H", "H", "H", "H", "H", "H", "H", "H", "H", "H", "H", "H", "O"],
  "positions_angstrom": [[0.86703, 0.08275, 2.70187], [0.25665, -1.02018, 1.93198], [0.21668, -0.80328, 0.43268], [0.08624, 0.67487, -0.04180], [0.59808, 0.91543, -1.38309], [1.30261, -0.32730, 3.52885], [1.64643, 0.50738, 2.20681], [-0.75095, -1.16652, 2.32841], [0.81700, -1.93976, 2.10339], [1.06879, -1.26442, -0.05998], [-0.64801, -1.33791, 0.04617], [0.61176, 1.29854, 0.66762], [-0.98489, 0.91487, -0.01627], [1.52021, 1.32624, -1.38574], [0.64276, 0.09527, -1.96998], [-2.84994, 1.13984, -4.14469], [-1.74985, 0.54902, -3.32633], [-2.65060, 0.35513, -3.61990]]
}

R.
{
  "formula": "C3H12N2O",
  "method": "ωB97M-V/def2-TZVPD",
  "gap_ev": 9.875,
  "total_charge": 0,
  "smiles": "C=C.NCO.N",
  "elements": ["C", "C", "N", "H", "H", "H", "H", "H", "H", "H", "H", "N", "C", "O", "H", "H", "H", "H"],
  "positions_angstrom": [[2.16946, -1.15970, 0.25937], [3.01568, -1.82991, -0.53352], [-0.42800, 1.58201, -2.26213], [1.60596, -1.78537, 0.93708], [-0.22917, 0.52841, 0.03346], [2.12093, -0.09196, 0.14004], [3.38250, -2.79909, -0.22367], [3.38000, -1.43589, -1.47529], [-0.46869, 2.52851, -1.88230], [0.56665, 1.44192, -2.40666], [-0.90261, 1.71344, -3.14842], [-2.57907, 0.74752, 0.87502], [-1.53899, -0.15948, 1.25216], [-0.21170, 0.22765, 0.95323], [-3.05171, 0.53540, 0.01127], [-2.35214, 1.73141, 0.86966], [-1.78291, -1.10479, 0.75132], [-1.55743, -0.36496, 2.32346]]
}

It is Q that is most stable; the runner-up trails by 73.6 kJ/mol.

P.
{
  "formula": "C22H24N4O2S",
  "method": "ωB97M-V/def2-TZVPD",
  "gap_ev": 8.765,
  "total_charge": 0,
  "smiles": "CN(C)C(=O)Cn1c(SCC(=O)N2CCCc3ccccc32)nc2ccccc21",
  "elements": ["C", "N", "C", "O", "C", "N", "C", "N", "C", "C", "C", "C", "C", "C", "H", "H", "H", "H", "S", "C", "H", "H", "C", "O", "N", "C", "C", "C", "C", "C", "C", "C", "C", "C", "H", "H", "H", "H", "H", "H", "H", "H", "H", "H", "H", "H", "C", "H", "H", "H", "H", "H", "H"],
  "positions_angstrom": [[1.69843, 1.69346, 2.00994], [2.27317, 2.79052, 1.26926], [1.60758, 3.82284, 0.72450], [2.16073, 4.74705, 0.15751], [0.07588, 3.84249, 0.87454], [-0.57010, 2.62871, 0.45806], [-0.31447, 1.90425, -0.66917], [-1.03275, 0.81722, -0.77919], [-1.81862, 0.79037, 0.34449], [-2.75834, -0.14321, 0.76055], [-3.40679, 0.09040, 1.95569], [-3.13933, 1.22173, 2.72551], [-2.20682, 2.16142, 2.32967], [-1.54718, 1.93113, 1.13491], [-2.00956, 3.03664, 2.93159], [-3.67294, 1.36643, 3.65289], [-4.14226, -0.61785, 2.30719], [-2.96553, -1.01805, 0.16670], [0.89132, 2.37085, -1.82550], [0.92644, 0.77567, -2.69948], [-0.03793, 0.66522, -3.18614], [1.73107, 0.84316, -3.43167], [1.21019, -0.31364, -1.66471], [1.86458, -0.05246, -0.67464], [0.72090, -1.55084, -1.92694], [0.57843, -2.49504, -0.87806], [1.60076, -2.70191, 0.04146], [1.43850, -3.60035, 1.07917], [0.25827, -4.31209, 1.20145], [-0.74813, -4.12484, 0.27324], [-0.61035, -3.22343, -0.77414], [-1.73119, -3.09426, -1.77318], [-1.52494, -1.91886, -2.72242], [-0.04820, -1.89806, -3.10601], [0.26912, -2.89934, -3.42006], [0.16528, -1.21107, -3.92199], [-1.76094, -0.97959, -2.21738], [-2.15878, -2.01921, -3.60401], [-1.77864, -4.02500, -2.34999], [-2.68217, -3.00021, -1.24481], [-1.66898, -4.68482, 0.35779], [0.12397, -5.01364, 2.01099], [2.23911, -3.74721, 1.78831], [2.52123, -2.15223, -0.05676], [-0.27226, 4.68646, 0.26679], [-0.18820, 4.03667, 1.91752], [3.67372, 2.62272, 0.95019], [4.27168, 2.60865, 1.86341], [3.98432, 3.45545, 0.32349], [3.80840, 1.68281, 0.41186], [0.77307, 1.97918, 2.50282], [1.51717, 0.83513, 1.35665], [2.41207, 1.39061, 2.77808]]
}

Q.
{
  "formula": "C22H24N4O2S",
  "method": "ωB97M-V/def2-TZVPD",
  "gap_ev": 8.493,
  "total_charge": 0,
  "smiles": "O=C(c1ccco1)N1CCN(c2nc(C3CC3)nc3sc4c(c23)CCCC4)CC1",
  "elements": ["O", "C", "N", "C", "H", "C", "N", "C", "N", "C", "N", "C", "C", "C", "C", "S", "C", "C", "C", "C", "H", "H", "H", "H", "H", "H", "H", "H", "C", "C", "C", "H", "H", "H", "H", "H", "C", "H", "C", "H", "H", "H", "H", "H", "H", "C", "C", "C", "C", "O", "H", "H", "H"],
  "positions_angstrom": [[-4.00694, -1.92695, 1.61951], [-3.92034, -0.90804, 0.94667], [-2.74547, -0.24134, 0.82296], [-2.39387, 0.77250, -0.14321], [-1.88864, 1.59478, 0.37412], [-1.42171, 0.17243, -1.16977], [-0.24720, -0.40521, -0.54630], [0.79731, 0.45018, -0.26475], [0.55099, 1.75381, -0.33188], [1.50259, 2.62281, -0.00163], [2.71126, 2.29715, 0.43031], [2.99279, 1.00753, 0.40459], [2.10138, -0.01582, 0.02348], [2.75876, -1.28695, -0.05862], [4.06189, -1.21489, 0.31082], [4.57201, 0.39235, 0.77878], [5.05264, -2.32717, 0.26535], [4.36011, -3.65214, -0.05586], [3.31308, -3.44477, -1.14640], [2.18826, -2.55903, -0.61243], [1.47006, -2.32191, -1.39939], [1.65835, -3.11311, 0.16794], [2.90324, -4.40481, -1.46412], [3.77836, -2.96968, -2.01226], [5.10353, -4.38484, -0.37288], [3.86961, -4.03717, 0.84055], [5.58675, -2.39267, 1.21651], [5.79731, -2.09940, -0.50469], [1.15566, 4.04685, -0.09444], [2.22847, 5.03395, -0.47996], [1.72856, 5.00413, 0.92005], [2.37436, 4.57869, 1.67183], [1.09444, 5.80508, 1.26845], [3.21032, 4.62946, -0.66867], [1.94715, 5.85591, -1.12044], [0.14846, 4.21500, -0.45141], [-0.60730, -1.38833, 0.45842], [-1.08398, -2.23828, -0.03913], [-1.57722, -0.78309, 1.48360], [-1.07620, 0.02764, 2.02457], [-1.90963, -1.54883, 2.18610], [0.28529, -1.72477, 0.98064], [-1.92306, -0.63046, -1.72108], [-1.09728, 0.94783, -1.86269], [-3.27419, 1.15781, -0.64784], [-5.13886, -0.38684, 0.30143], [-6.32500, -1.06870, 0.18309], [-7.23608, -0.18497, -0.43114], [-6.54949, 0.97309, -0.63528], [-5.28612, 0.86379, -0.20079], [-6.83743, 1.91303, -1.06399], [-8.25807, -0.38083, -0.68157], [-6.49890, -2.07480, 0.50292]]
}

R.
{
  "formula": "C22H24N4O2S",
  "method": "ωB97M-V/def2-TZVPD",
  "gap_ev": 9.026,
  "total_charge": 0,
  "smiles": "Cc1ccc(CN(Cc2ccco2)C(=S)NCC(=O)NCc2cccnc2)cc1",
  "elements": ["C", "C", "C", "C", "C", "C", "C", "H", "H", "C", "N", "C", "N", "H", "C", "H", "H", "C", "O", "N", "H", "C", "C", "C", "C", "C", "N", "C", "H", "H", "H", "H", "H", "H", "S", "C", "C", "C", "C", "C", "O", "H", "H", "H", "H", "H", "H", "H", "H", "H", "H", "H", "H"],
  "positions_angstrom": [[-5.90199, -1.62645, 1.02832], [-4.48666, -1.13773, 0.97234], [-3.46663, -1.98716, 0.55793], [-2.15881, -1.55026, 0.50070], [-1.83577, -0.24483, 0.85000], [-2.84713, 0.60017, 1.28206], [-4.15648, 0.15764, 1.34190], [-4.93173, 0.83310, 1.67473], [-2.60970, 1.61423, 1.57147], [-0.41284, 0.24325, 0.77600], [0.28863, -0.23246, -0.40137], [1.24594, -1.17334, -0.29907], [1.95743, -1.50494, -1.40698], [1.99044, -0.83496, -2.16124], [3.11532, -2.38037, -1.37358], [2.96146, -3.14780, -0.61441], [3.23132, -2.83511, -2.35849], [4.32382, -1.48963, -1.05815], [5.01743, -1.00607, -1.92924], [4.45004, -1.22465, 0.25731], [3.72923, -1.59850, 0.87359], [5.10529, -0.01428, 0.71878], [4.04911, 1.05108, 0.85914], [3.57438, 1.47530, 2.09270], [2.51855, 2.37207, 2.13635], [1.95862, 2.78920, 0.93986], [2.39321, 2.38407, -0.24347], [3.41577, 1.54970, -0.27725], [3.75083, 1.25449, -1.26389], [1.12342, 3.47751, 0.91819], [2.12939, 2.72541, 3.07850], [4.02182, 1.10594, 3.00453], [5.84632, 0.26337, -0.03502], [5.59936, -0.20974, 1.67275], [1.51410, -1.97327, 1.14438], [0.00464, 0.49348, -1.63771], [-1.43082, 0.89028, -1.73704], [-2.50996, 0.23333, -2.25376], [-3.61780, 1.09487, -2.08038], [-3.12848, 2.21136, -1.47824], [-1.80770, 2.09970, -1.27199], [-3.59912, 3.12186, -1.16515], [-4.63195, 0.90491, -2.36371], [-2.51522, -0.74334, -2.69185], [0.63064, 1.39698, -1.67246], [0.21939, -0.14891, -2.49387], [0.13863, -0.11062, 1.65413], [-0.38953, 1.33688, 0.76971], [-1.37980, -2.22580, 0.18036], [-3.70369, -3.00369, 0.27798], [-6.01533, -2.35875, 1.82764], [-6.59078, -0.80618, 1.21393], [-6.17662, -2.11136, 0.09302]]
}

It is P that is most stable; the runner-up trails by 100.5 kJ/mol.

P.
{
  "formula": "C3H4ClNO2",
  "method": "ωB97M-V/def2-TZVPD",
  "gap_ev": 11.044,
  "total_charge": 0,
  "smiles": "C/C(=N/Cl)OC=O",
  "elements": ["C", "C", "C", "N", "O", "O", "Cl", "H", "H", "H", "H"],
  "positions_angstrom": [[1.40249, -1.07187, 0.34100], [-0.20215, 0.36830, -0.25719], [-1.63531, 0.32174, -0.29410], [0.50215, 1.37566, 0.02548], [2.38240, -1.71021, 0.15749], [0.39920, -0.81837, -0.57547], [2.23416, 1.22549, -0.00700], [1.01924, -0.79734, 1.28411], [-1.87106, -0.65022, -0.47218], [-2.09834, 0.68701, 0.70813], [-2.13278, 1.06981, -0.91027]]
}

Q.
{
  "formula": "C3H4ClNO2",
  "method": "ωB97M-V/def2-TZVPD",
  "gap_ev": 10.180,
  "total_charge": 0,
  "smiles": "CC#[N+][O-].O=CCl",
  "elements": ["C", "C", "C", "N", "O", "O", "Cl", "H", "H", "H", "H"],
  "positions_angstrom": [[-2.22228, -0.48372, 0.93730], [0.97320, 0.12994, -0.40115], [-0.19078, 0.96671, -0.22469], [-0.89996, 1.84335, 0.05934], [-1.32135, -1.22286, 1.21224], [-1.74579, 2.70043, 0.25304], [-3.14830, -0.59920, -0.61443], [0.63437, -0.92995, -0.20645], [1.89965, 0.23948, 0.08290], [1.10279, 0.03778, -1.52494], [-2.78999, 0.34230, 1.47380]]
}

It is P that is most stable; the runner-up trails by 116.2 kJ/mol.